(1)
The following is a quantum chemistry calculation of C24H24CdClO6P as an isolated structure, from the OMol25 dataset.

Values from the calculation:
LUMO   4.332 eV
ΔE to the lowest compared entry with this formula, charge and spin   24.0 kJ/mol
Kohn-Sham gap   0.1581 Ha
E   -63930.446 eV

The geometry in ORCA input format:
```
! wB97M-V def2-TZVPD RIJCOSX def2/J DEFGRID3
* xyz -2 1
Cd 1.118 -1.278 -0.177
O 4.850 0.917 0.756
C 3.682 0.884 0.370
O 3.002 -0.146 0.065
C 2.971 2.257 0.233
P 1.158 2.090 -0.046
C 0.588 1.679 1.648
C 1.433 1.365 2.706
C 0.915 1.042 3.958
C -0.455 1.026 4.162
C -1.309 1.322 3.105
C -0.792 1.628 1.858
C 0.708 3.891 -0.029
C 0.861 4.725 1.080
C 0.519 6.067 1.018
C 0.014 6.605 -0.161
C -0.147 5.790 -1.271
C 0.196 4.444 -1.200
H 3.409 2.765 -0.630
H 3.221 2.853 1.113
H 2.508 1.351 2.575
H 1.592 0.789 4.765
H -0.859 0.762 5.133
H -2.383 1.274 3.242
H -1.459 1.794 1.022
H 1.240 4.306 2.005
H 0.643 6.697 1.891
H -0.258 7.653 -0.209
H -0.547 6.198 -2.192
H 0.058 3.801 -2.062
C -1.205 -1.243 -2.552
C -1.746 -1.690 -1.191
C -3.223 -1.243 -1.150
C -0.995 -0.945 -0.060
C -1.699 -3.210 -1.041
C -0.985 -4.044 -1.901
C -0.903 -5.415 -1.686
C -1.566 -6.003 -0.624
C -2.296 -5.192 0.241
C -2.350 -3.825 0.038
H -1.260 -0.153 -2.594
H -1.778 -1.667 -3.386
H -0.158 -1.525 -2.686
H -3.255 -0.156 -1.257
H -3.688 -1.494 -0.195
H -3.813 -1.707 -1.951
H -1.334 -1.389 0.894
H -0.421 -3.619 -2.720
H -0.278 -6.011 -2.341
H -1.495 -7.071 -0.449
H -2.807 -5.628 1.094
H -2.876 -3.205 0.754
O 4.143 -3.441 -1.755
Cl 2.739 -3.630 -1.991
O 2.548 -4.680 -2.966
O 2.154 -2.397 -2.500
O 2.070 -3.971 -0.755
*
```

---

(2)
The following is a quantum chemistry calculation of a 7-piece molecular cluster, C46H33NO26 overall, from the OMol25 dataset.

Values from the calculation:
Structure (SMILES)   CCN1C(=O)c2ccccc2C1=O.O=C1C=C(O)C(=O)C=C1O.O=C1C=C(O)C(=O)C=C1O.O=C1C=C(O)C(=O)C=C1O.O=C1C=C(O)C(=O)C=C1O.O=C1C=C(O)C(=O)C=C1O.O=C1C=C(O)C(=O)C=C1O
LUMO   -1.823 eV
Kohn-Sham gap   0.2802 Ha
E   -102959.945 eV

The geometry in ORCA input format:
```
! wB97M-V def2-TZVPD RIJCOSX def2/J DEFGRID3
* xyz 0 1
C 2.291 1.908 1.422
C 2.343 3.423 1.276
N 1.142 4.103 1.773
C 0.637 3.763 3.074
O 1.123 4.110 4.113
C -0.646 3.036 2.856
C -1.375 2.205 3.682
C -2.507 1.606 3.143
C -2.895 1.845 1.816
C -2.167 2.702 1.006
C -1.038 3.276 1.549
C -0.015 4.161 0.931
O -0.139 4.879 -0.026
H 2.420 1.593 2.458
H 1.327 1.520 1.082
H 3.062 1.450 0.806
H 2.435 3.677 0.219
H 3.227 3.805 1.775
H -1.054 2.011 4.696
H -3.079 0.926 3.758
H -3.770 1.348 1.421
H -2.428 2.893 -0.026
O 5.039 0.782 -0.001
C 5.363 -0.066 -0.819
C 5.660 -1.437 -0.489
C 6.016 -2.278 -1.473
O 6.310 -3.550 -1.284
C 6.119 -1.834 -2.916
O 6.467 -2.678 -3.720
C 5.800 -0.461 -3.245
C 5.441 0.376 -2.262
O 5.127 1.646 -2.458
H 5.584 -1.744 0.545
H 6.535 -3.913 -2.165
H 5.862 -0.154 -4.279
H 4.912 2.021 -1.582
O -2.760 6.079 -6.107
C -2.656 5.131 -5.352
C -2.842 3.748 -5.739
C -2.713 2.793 -4.809
O -2.862 1.500 -5.051
C -2.385 3.109 -3.367
O -2.309 2.157 -2.607
C -2.176 4.486 -2.982
C -2.302 5.443 -3.914
O -2.134 6.731 -3.677
H -3.080 3.532 -6.771
H -2.719 1.049 -4.195
H -1.914 4.705 -1.954
H -2.289 7.188 -4.527
O 1.208 -2.183 3.363
C 0.170 -2.396 3.962
C -1.085 -1.722 3.697
C -2.160 -2.043 4.427
O -3.355 -1.491 4.245
C -2.117 -3.074 5.527
O -3.154 -3.270 6.133
C -0.866 -3.757 5.785
C 0.212 -3.444 5.051
O 1.398 -4.010 5.202
H -1.113 -0.983 2.910
H -3.953 -1.899 4.903
H -0.843 -4.504 6.565
H 1.987 -3.589 4.545
O -4.904 -3.260 1.907
C -4.161 -3.938 1.221
C -4.428 -5.305 0.823
C -3.523 -5.951 0.075
O -3.681 -7.195 -0.352
C -2.231 -5.306 -0.367
O -1.481 -5.994 -1.034
C -1.970 -3.936 0.020
C -2.877 -3.287 0.762
O -2.739 -2.034 1.164
H -5.357 -5.759 1.140
H -2.879 -7.409 -0.870
H -1.049 -3.477 -0.311
H -3.534 -1.825 1.696
O 10.215 5.749 1.056
C 9.139 5.197 1.195
C 8.796 3.908 0.633
C 7.570 3.409 0.848
O 7.161 2.241 0.381
C 6.530 4.154 1.655
O 5.443 3.617 1.766
C 6.878 5.432 2.235
C 8.106 5.927 2.023
O 8.529 7.084 2.503
H 9.546 3.386 0.056
H 6.238 2.102 0.681
H 6.132 5.949 2.822
H 9.449 7.189 2.188
O -7.572 -7.210 -2.731
C -7.162 -6.100 -3.012
C -5.941 -5.515 -2.495
C -5.605 -4.275 -2.868
O -4.509 -3.654 -2.450
C -6.454 -3.453 -3.808
O -6.054 -2.330 -4.061
C -7.664 -4.041 -4.342
C -8.001 -5.285 -3.972
O -9.083 -5.914 -4.399
H -5.334 -6.107 -1.827
H -4.522 -2.773 -2.875
H -8.260 -3.453 -5.025
H -9.077 -6.792 -3.968
*
```

---

(3)
The following is a quantum chemistry calculation of one molecule with the formula C5H7NO, from the OMol25 dataset.

Values from the calculation:
Structure (SMILES)   C=CC[C@H]1NC1=O
LUMO   1.011 eV
ΔE to the lowest compared entry with this formula, charge and spin   220.0 kJ/mol
Kohn-Sham gap   0.3899 Ha
E   -8833.923 eV

The geometry in ORCA input format:
```
! wB97M-V def2-TZVPD RIJCOSX def2/J DEFGRID3
* xyz 0 1
C -0.540 2.152 -1.072
C -1.032 1.086 -0.450
C -0.721 -0.334 -0.842
C 0.216 -0.966 0.173
N 1.073 -2.151 -0.193
C 1.656 -0.922 -0.104
O 2.671 -0.319 -0.313
H 0.113 2.055 -1.937
H -0.761 3.161 -0.735
H -1.670 1.218 0.424
H -0.252 -0.351 -1.834
H -1.643 -0.929 -0.902
H -0.170 -1.031 1.190
H 0.978 -2.648 -1.073
*
```

---

(4)
The following is a quantum chemistry calculation of one molecule with the formula C4H10NO2P at a distorted geometry, from the OMol25 dataset.

Values from the calculation:
Structure (SMILES)   CC[P@]1(=O)NCCO1
LUMO   0.901 eV
ΔE to the lowest compared entry with this formula, charge and spin   81.1 kJ/mol
Kohn-Sham gap   0.3921 Ha
E   -19184.895 eV

The geometry in ORCA input format:
```
! wB97M-V def2-TZVPD RIJCOSX def2/J DEFGRID3
* xyz 0 1
C -2.567 -0.263 0.345
C -1.445 -0.436 -0.679
P -0.125 0.867 0.030
O -0.789 2.083 0.386
N 1.196 0.782 -0.964
C 2.334 0.225 -0.246
C 1.668 -0.763 0.733
O 0.635 0.041 1.345
H -2.249 -0.598 1.341
H -2.890 0.820 0.522
H -3.512 -0.891 -0.040
H -1.692 -0.159 -1.641
H -1.028 -1.426 -0.537
H 1.275 1.614 -1.537
H 2.880 1.051 0.256
H 2.943 -0.230 -0.929
H 1.109 -1.497 0.166
H 2.256 -1.222 1.450
*
```